Entry 1:
Here is a single C6H7N molecule at a distorted geometry from the Open Molecules 2025 dataset. Energies are from ωB97M-V/def2-TZVPD.

Properties
2S+1 = 1
Molecular weight = 93.13 g mol⁻¹
Structure (SMILES) = N#C[C@@H]1CC12CC2
E = -287.46662 Eh

Last column: natural (NBO) charge in e.
Cartesian coordinates (Å):
C 2.31 0.01 -0.13  0.286
C -0.78 -1.29 0.38  -0.391
C -1.55 -0.34 -0.43  -0.398
C 0.27 1.32 0.49  -0.381
C 0.97 0.61 -0.62  -0.298
C -0.22 0.00 0.05  -0.087
N 3.31 -0.50 0.20  -0.337
H 0.88 0.81 -1.72  0.261
H -1.08 -1.77 1.42  0.224
H -0.39 -2.15 -0.14  0.224
H -1.80 -0.60 -1.45  0.215
H -2.34 0.27 0.01  0.213
H 0.84 1.48 1.46  0.235
H -0.43 2.17 0.47  0.232

***

Entry 2:
Here is a molecular structure, C17H21BIrN6O3S at a distorted geometry from the Open Molecules 2025 dataset. Energies are from ωB97M-V/def2-TZVPD.

Properties
Charge = +2
2S+1 = 6
Molecular weight = 592.49 g mol⁻¹
E = -1741.25369 Eh

Last column: natural (NBO) charge in e.
Cartesian coordinates (Å):
H -0.95 -1.00 -2.95  0.260
N -2.12 0.14 -1.65  -0.362
B -3.89 1.69 -0.67  0.522
N -3.44 0.58 -1.66  -0.327
C -4.09 -0.08 -2.64  0.144
Ir -0.97 0.48 -0.12  1.677
H -5.14 0.10 -2.78  0.268
C -3.16 -0.85 -3.36  -0.267
H -3.33 -1.44 -4.24  0.284
C -1.93 -0.65 -2.74  0.036
H -4.98 2.14 -0.86  0.035
C 2.51 2.11 1.29  -0.894
H 2.48 1.01 1.56  0.230
H 1.47 2.49 1.49  0.183
H 3.23 2.67 1.91  0.255
N -2.72 2.77 -0.75  -0.317
N -3.67 1.12 0.75  -0.316
N -1.40 2.42 -0.49  -0.420
N -2.42 0.66 1.13  -0.373
C -2.77 4.09 -1.02  0.091
C -4.51 0.90 1.77  0.146
H -3.72 4.57 -1.29  0.265
H -5.54 1.17 1.68  0.266
C -1.48 4.62 -0.93  -0.303
C -3.80 0.39 2.85  -0.273
C -0.65 3.56 -0.56  0.039
C -2.48 0.28 2.44  0.039
H -1.18 5.65 -1.10  0.280
H -4.18 0.17 3.83  0.283
H 0.41 3.53 -0.32  0.263
H -1.59 -0.05 2.94  0.282
H 2.92 2.43 0.30  0.230
C 6.27 -3.21 -0.53  -0.650
C 4.85 -3.02 -0.05  0.044
C 4.61 -2.71 1.29  -0.196
C 3.31 -2.39 1.72  -0.156
C 2.26 -2.39 0.79  -0.401
C 2.48 -2.85 -0.51  -0.126
C 3.77 -3.15 -0.93  -0.216
S 0.60 -1.86 1.21  2.322
O -0.17 -3.07 1.40  -0.807
O 0.67 -0.95 2.34  -0.868
O 0.26 -1.08 -0.11  -0.820
H 6.95 -2.36 -0.33  0.242
H 6.74 -4.08 -0.05  0.246
H 6.30 -3.39 -1.61  0.227
H 5.44 -2.67 2.00  0.241
H 3.13 -2.12 2.75  0.243
H 1.66 -2.97 -1.21  0.213
H 3.98 -3.44 -1.96  0.233

***

Entry 3:
Here is 7 unconnected molecules or ions with the total composition C45H34NO16P at a distorted geometry from the Open Molecules 2025 dataset. Energies are from ωB97M-V/def2-TZVPD.

Properties
2S+1 = 1
Molecular weight = 875.73 g mol⁻¹
Structure (SMILES) = CC(C)=NC1=CC(=O)C=C(P(O)O)C1=O.O=C1C=CC(=O)C=C1.O=C1C=CC(=O)C=C1.O=C1C=CC(=O)C=C1.O=C1C=CC(=O)C=C1.O=C1C=CC(=O)C=C1.O=C1C=CC(=O)C=C1
E = -3334.87929 Eh

Last column: Mulliken charge in e.
Cartesian coordinates (Å):
C -6.25 -1.27 -0.39  -1.247
C -5.13 -2.13 0.17  0.834
C -5.58 -3.22 1.16  -1.092
N -3.88 -2.01 -0.08  -0.040
C -3.59 -1.58 -1.38  -0.221
C -4.01 -2.17 -2.49  0.134
C -3.62 -1.57 -3.82  -0.501
O -3.48 -2.22 -4.78  -0.519
C -3.46 -0.05 -3.81  -0.311
C -3.01 0.54 -2.72  0.769
P -2.81 2.39 -2.57  0.451
O -4.10 3.00 -1.68  -0.408
O -2.92 3.08 -4.06  -0.517
C -2.69 -0.36 -1.55  0.084
O -1.79 -0.11 -0.82  -0.717
H -6.78 -0.79 0.44  0.440
H -5.91 -0.48 -1.07  0.256
H -6.95 -1.92 -0.93  0.328
H -6.25 -3.89 0.60  0.356
H -4.74 -3.74 1.64  0.025
H -6.21 -2.70 1.90  0.412
H -4.64 -3.05 -2.41  0.557
H -3.76 0.46 -4.72  0.278
H -4.01 2.73 -0.76  0.270
H -3.62 2.68 -4.61  0.318
C 0.73 2.05 -0.45  -0.085
C 1.75 1.67 0.32  -0.285
C 2.94 2.54 0.50  0.344
O 3.87 2.19 1.20  -0.499
C 2.95 3.84 -0.21  -0.570
C 1.93 4.22 -0.98  -0.497
C 0.74 3.35 -1.16  0.047
O -0.19 3.68 -1.86  -0.383
H -0.14 1.42 -0.59  0.680
H 1.76 0.73 0.85  0.513
H 3.83 4.46 -0.07  0.420
H 1.92 5.16 -1.51  0.426
C -5.66 5.76 -2.23  -0.227
C -5.04 6.94 -2.24  -0.309
C -5.72 8.17 -1.76  0.338
O -5.16 9.24 -1.77  -0.542
C -7.12 8.03 -1.28  -0.382
C -7.74 6.85 -1.27  -0.347
C -7.06 5.62 -1.74  0.344
O -7.62 4.55 -1.74  -0.549
H -5.18 4.85 -2.57  0.397
H -4.03 7.05 -2.59  0.450
H -7.60 8.94 -0.93  0.408
H -8.75 6.74 -0.92  0.407
C 6.55 -1.93 4.35  -0.467
C 5.36 -2.49 4.15  -0.414
C 4.38 -1.91 3.20  0.342
O 3.29 -2.42 3.02  -0.532
C 4.78 -0.67 2.48  -0.235
C 5.97 -0.11 2.68  -0.240
C 6.95 -0.70 3.63  0.380
O 8.03 -0.19 3.81  -0.592
H 7.28 -2.34 5.04  0.421
H 5.05 -3.39 4.67  0.414
H 4.05 -0.26 1.79  0.373
H 6.27 0.79 2.16  0.558
C 9.59 1.77 0.52  -0.370
C 9.27 0.48 0.61  -0.331
C 9.19 -0.38 -0.60  0.341
O 8.89 -1.55 -0.52  -0.559
C 9.47 0.25 -1.91  -0.338
C 9.79 1.54 -2.00  -0.378
C 9.88 2.40 -0.79  0.401
O 10.17 3.57 -0.87  -0.552
H 9.66 2.41 1.39  0.456
H 9.06 0.00 1.56  0.493
H 9.41 -0.39 -2.78  0.411
H 10.01 2.02 -2.94  0.405
C -1.19 -2.45 3.90  -0.443
C -1.69 -3.16 2.89  0.055
C -2.16 -4.54 3.07  0.255
O -2.60 -5.17 2.13  -0.540
C -2.06 -5.13 4.42  -0.459
C -1.57 -4.43 5.44  -0.444
C -1.09 -3.04 5.26  0.283
O -0.64 -2.40 6.19  -0.560
H -0.84 -1.43 3.79  0.479
H -1.77 -2.75 1.89  0.546
H -2.42 -6.15 4.53  0.423
H -1.49 -4.84 6.44  0.415
C 0.78 -5.39 -2.02  -0.486
C 1.42 -4.23 -2.06  -0.451
C 0.78 -2.97 -1.62  0.104
O 1.37 -1.91 -1.66  -0.569
C -0.62 -3.06 -1.12  0.196
C -1.27 -4.22 -1.08  0.102
C -0.62 -5.48 -1.53  0.083
O -1.21 -6.54 -1.49  -0.567
H 1.23 -6.32 -2.34  0.425
H 2.44 -4.15 -2.42  0.436
H -1.07 -2.13 -0.80  0.170
H -2.28 -4.30 -0.72  0.521

***

Entry 4:
Here is a molecular structure, C31H49AsCrF5O8SSeTe at a distorted geometry from the Open Molecules 2025 dataset. Energies are from ωB97M-V/def2-TZVPD.

Properties
Charge = -2
2S+1 = 4
Molecular weight = 1010.26 g mol⁻¹
E = -8659.94783 Eh

Last column: Mulliken spin population.
Cartesian coordinates (Å):
Cr -1.76 -1.65 -0.15  2.216
C 4.40 0.53 3.05  0.000
C 3.19 0.58 3.99  0.000
C 3.59 -0.11 5.30  0.000
C 2.86 2.05 4.27  0.000
C 1.96 -0.10 3.38  0.002
C 1.92 -0.56 2.07  0.000
C 0.75 -1.07 1.55  0.008
Se 0.70 -2.09 -0.07  -0.052
C 0.83 -0.92 -1.59  0.007
C 1.96 -0.18 -1.87  0.005
C 2.03 0.55 -3.06  -0.004
C 1.00 0.36 -3.97  -0.001
C -0.12 -0.44 -3.75  -0.004
C -0.28 -0.99 -2.46  0.010
O -1.41 -1.55 -2.04  -0.039
C -1.11 -0.66 -4.91  -0.004
C -1.98 0.58 -5.11  0.000
C -1.99 -1.89 -4.71  -0.002
C -0.32 -0.92 -6.21  0.003
C 3.24 1.45 -3.33  0.000
C 3.02 2.34 -4.56  0.000
C 4.47 0.57 -3.57  0.000
C 3.50 2.37 -2.13  0.000
C -0.45 -1.12 2.29  -0.007
O -1.58 -1.48 1.74  -0.056
C -0.38 -0.79 3.67  0.003
C 0.81 -0.28 4.15  -0.002
C -1.52 -1.16 4.64  -0.001
C -1.41 -2.68 4.86  -0.001
C -1.36 -0.45 5.99  -0.001
C -2.94 -0.85 4.14  0.009
H 5.25 1.02 3.52  0.000
H 4.19 1.04 2.11  0.000
H 4.68 -0.50 2.82  0.000
H 4.52 0.33 5.69  0.000
H 3.74 -1.17 5.15  0.000
H 2.82 0.02 6.07  0.000
H 3.72 2.57 4.71  0.000
H 2.02 2.14 4.96  0.000
H 2.58 2.56 3.35  0.000
H 2.81 -0.56 1.45  0.002
H 2.77 -0.17 -1.16  0.002
H 1.06 0.87 -4.92  0.000
H -2.59 0.78 -4.23  0.000
H -2.64 0.45 -5.97  -0.001
H -1.36 1.47 -5.28  0.001
H -2.73 -1.78 -3.93  0.016
H -1.39 -2.77 -4.46  0.000
H -2.53 -2.10 -5.64  0.002
H 0.28 -0.07 -6.53  0.000
H -1.02 -1.14 -7.02  0.000
H 0.34 -1.78 -6.10  0.000
H 2.96 1.75 -5.48  0.000
H 3.86 3.03 -4.67  0.000
H 2.11 2.92 -4.47  0.000
H 4.30 -0.11 -4.41  0.000
H 4.70 -0.03 -2.70  0.000
H 5.35 1.19 -3.80  0.000
H 2.62 2.98 -1.93  0.000
H 4.35 3.02 -2.33  0.000
H 3.72 1.80 -1.23  0.000
H 0.86 0.01 5.19  -0.001
H -0.45 -2.94 5.30  0.000
H -1.51 -3.21 3.91  0.001
H -2.21 -3.02 5.53  0.000
H -0.47 -0.78 6.54  0.000
H -2.23 -0.67 6.61  0.000
H -1.30 0.64 5.86  0.000
H -3.20 -1.42 3.25  -0.002
H -3.06 0.21 3.90  -0.002
H -3.65 -1.09 4.94  0.000
F -5.29 -0.86 -3.62  0.108
Te -4.32 -0.67 -1.90  0.447
F -5.35 0.98 -1.79  0.052
F -5.93 -1.25 -1.08  0.005
F -2.82 1.05 -2.08  0.079
F -4.07 -2.57 -2.16  0.075
O -3.53 -0.73 -0.15  0.213
C -1.34 1.97 1.94  -0.002
As -1.91 1.62 0.11  0.032
C -0.88 2.92 -0.87  -0.002
C -3.70 2.34 0.22  0.000
O -1.07 0.18 -0.17  -0.023
H -1.50 3.03 2.18  0.000
H -0.28 1.72 2.04  -0.001
H -1.91 1.36 2.63  0.000
H -1.06 3.92 -0.49  -0.001
H -1.16 2.84 -1.92  0.001
H 0.17 2.65 -0.75  0.000
H -3.60 3.18 0.91  -0.001
H -4.40 1.61 0.59  -0.002
H -4.00 2.65 -0.78  0.005
O -0.54 -4.77 -1.01  -0.006
S -1.33 -4.68 0.20  0.016
O -2.29 -5.74 0.39  -0.005
O -2.25 -3.35 0.00  -0.086
O -0.54 -4.36 1.39  -0.012

***

Entry 5:
Here is 2 unconnected molecules or ions with the total composition C4H10OS at a distorted geometry from the Open Molecules 2025 dataset. Energies are from ωB97M-V/def2-TZVPD.

Properties
2S+1 = 1
Molecular weight = 106.19 g mol⁻¹
Structure (SMILES) = CC=O.CCS
E = -631.77949 Eh

Last column: natural (NBO) charge in e.
Cartesian coordinates (Å):
C 1.00 -0.07 -1.46  -0.626
C 1.37 -1.10 -0.43  -0.449
S 2.04 -0.57 1.31  -0.121
H 1.83 0.49 -1.91  0.214
H 0.24 0.68 -1.07  0.206
H 0.56 -0.56 -2.28  0.232
H 0.54 -1.73 -0.07  0.221
H 2.14 -1.74 -0.77  0.210
H 1.79 -1.75 1.88  0.123
O -1.98 -0.53 -0.48  -0.547
C -1.48 0.09 0.49  0.427
C -1.77 1.53 0.81  -0.733
H -0.79 -0.35 1.33  0.128
H -2.69 1.76 0.36  0.238
H -1.07 2.23 0.34  0.246
H -1.71 1.60 1.93  0.229

***

Entry 6:
Here is 2 unconnected molecules or ions with the total composition CH3O4P at a distorted geometry from the Open Molecules 2025 dataset. Energies are from ωB97M-V/def2-TZVPD.

Properties
Charge = -2
2S+1 = 1
Molecular weight = 110.00 g mol⁻¹
E = -682.18216 Eh

Last column: natural (NBO) charge in e.
Cartesian coordinates (Å):
C -1.31 -0.45 0.05  -0.584
O 1.62 0.75 1.19  -1.214
O 2.32 -1.34 -0.10  -1.211
O 1.67 0.79 -1.32  -1.219
O -1.70 0.90 -0.18  -0.828
P 1.59 -0.04 -0.08  2.401
H -1.97 -1.24 -0.40  0.083
H -1.34 -0.83 1.11  0.089
H -0.89 1.44 -0.27  0.483